(1)
{
  "formula": "C23H12Br4Cl2N4O6RuS",
  "method": "the ωB97M-V functional and the def2-TZVPD basis",
  "e_homo_ev": [-8.2, -8.3],
  "e_tot_ev": -360920.727,
  "s2": 6.027,
  "orbital_gap_ev": [7.8, 5.9],
  "spin_multiplicity": 5,
  "species": ["Ru", "Cl", "C", "C", "C", "Cl", "C", "O", "C", "C", "O", "C", "H", "H", "H", "N", "C", "C", "C", "C", "C", "C", "S", "O", "O", "N", "C", "N", "C", "C", "C", "N", "H", "H", "H", "H", "H", "H", "H", "H", "H", "Br", "C", "C", "Br", "C", "Br", "C", "O", "C", "O", "C", "Br"],
  "xyz": [[-0.21645, -0.44004, 1.12132], [-2.72824, -3.46385, 7.34109], [-2.01453, -2.46748, 6.13114], [-1.40817, -1.27620, 6.41271], [-0.80701, -0.59923, 5.39670], [-0.13530, 0.94696, 5.76007], [-0.84609, -1.10404, 4.04210], [-0.19648, -0.44305, 3.08585], [-1.49833, -2.25776, 3.81120], [-1.60009, -3.06493, 2.52550], [-1.12446, -2.77922, 1.44836], [-2.07979, -2.95640, 4.87554], [-1.43320, -0.82842, 7.38120], [-2.03788, -4.05787, 2.65764], [-2.66151, -3.87133, 4.74146], [2.52733, 2.49224, -5.99066], [1.87533, 1.63642, -5.16067], [1.75190, 0.24970, -5.38153], [1.08802, -0.60082, -4.48055], [0.52325, -0.04833, -3.35939], [0.52997, 1.33608, -3.15987], [1.18275, 2.15462, -4.04490], [-0.36675, -1.12797, -2.25542], [-1.66804, -0.58112, -1.99492], [-0.25967, -2.46362, -2.76200], [0.30298, -1.05775, -0.79908], [1.56140, -1.45341, -0.57663], [2.41531, -1.91673, -1.46810], [3.59555, -2.33076, -0.99580], [3.98143, -2.24039, 0.34028], [3.03711, -1.71229, 1.22473], [1.81619, -1.35760, 0.77272], [2.82263, 2.24051, -6.91453], [2.34619, 3.45205, -5.85980], [2.16183, -0.21707, -6.26914], [1.02456, -1.68169, -4.65477], [-0.10834, 1.75913, -2.39181], [1.15384, 3.22082, -3.88665], [4.21615, -2.70722, -1.78409], [4.94157, -2.63387, 0.68617], [3.21826, -1.64244, 2.30228], [-4.77021, 4.51453, -0.74289], [-3.20659, 3.63161, -0.07960], [-1.93958, 4.30197, -0.17667], [-1.88425, 6.15568, -0.66039], [-0.80729, 3.62400, 0.10148], [0.91105, 4.26839, -0.04971], [-0.88679, 2.26160, 0.53082], [0.14834, 1.61275, 0.76395], [-2.16681, 1.56240, 0.67119], [-2.06289, 0.33604, 0.97095], [-3.33306, 2.32218, 0.33855], [-4.88515, 1.30322, 0.46456]]
}

(2)
{
  "formula": "C23H13BrCrF6N4O11S4",
  "method": "the ωB97M-V functional and the def2-TZVPD basis",
  "e_homo_ev": [-5.4, -5.4],
  "e_tot_ev": -210654.163,
  "s2": 0.809,
  "orbital_gap_ev": [6.0, 6.4],
  "spin_multiplicity": 2,
  "total_charge": -1,
  "species": ["Cr", "F", "C", "F", "F", "S", "O", "O", "N", "S", "O", "O", "C", "F", "F", "F", "Br", "C", "C", "C", "C", "C", "C", "N", "N", "C", "C", "C", "C", "O", "C", "N", "C", "C", "C", "C", "H", "H", "H", "H", "H", "H", "H", "H", "H", "O", "S", "O", "O", "C", "C", "C", "C", "C", "C", "S", "O", "O", "O", "H", "H", "H", "H"],
  "xyz": [[-0.62739, 0.67122, 0.50833], [-1.24651, 1.38438, 3.34313], [-1.45506, 0.13595, 3.75949], [-2.75361, -0.14207, 3.62436], [-1.20396, 0.14206, 5.07870], [-0.33979, -1.17994, 2.96004], [-0.63343, -1.12740, 1.52847], [-0.79990, -2.36303, 3.61283], [1.08177, -0.72712, 3.35947], [1.76431, 0.01221, 2.06320], [1.94136, -1.05824, 1.14170], [0.86308, 1.14619, 1.88278], [3.27995, 0.59306, 3.04911], [3.32488, 1.92295, 3.07381], [3.21500, 0.21435, 4.32894], [4.44547, 0.14570, 2.59955], [-1.35714, 5.61550, -5.71457], [-2.72009, 4.42449, -5.16462], [-3.07694, 4.38753, -3.82925], [-4.04038, 3.49310, -3.41783], [-4.67915, 2.65303, -4.34244], [-4.32970, 2.74725, -5.69734], [-3.33963, 3.61553, -6.10465], [-5.77460, 1.87609, -4.01870], [-6.00128, 1.37469, -2.90249], [-5.11609, 1.14404, -1.90061], [-5.55102, 1.32332, -0.57667], [-4.71104, 1.23651, 0.51430], [-3.34940, 0.93424, 0.32400], [-2.43933, 0.83262, 1.22087], [-2.93284, 0.61118, -1.00270], [-1.65976, 0.17327, -1.03955], [-1.18979, -0.29318, -2.18139], [-1.97379, -0.35512, -3.32981], [-3.26657, 0.13191, -3.31828], [-3.77881, 0.66117, -2.12317], [-2.57117, 5.00124, -3.10314], [-4.30597, 3.45867, -2.37189], [-4.82930, 2.10909, -6.41171], [-3.05014, 3.66962, -7.14294], [-6.57577, 1.62734, -0.43609], [-5.07579, 1.43447, 1.50920], [-0.15859, -0.60674, -2.16700], [-1.55942, -0.77850, -4.23177], [-3.88060, 0.08000, -4.20590], [3.19005, 0.96678, -1.64198], [2.34561, 1.28978, -0.53176], [2.99998, 1.03311, 0.78324], [1.02504, 0.67491, -0.61880], [2.26456, 3.07760, -0.47523], [3.40624, 3.66856, 0.04831], [3.45092, 5.03468, 0.26422], [2.34996, 5.81797, -0.05123], [1.23034, 5.23307, -0.61471], [1.19650, 3.86373, -0.82943], [-0.36846, 3.16579, -1.31883], [-1.21361, 4.30047, -1.63072], [-0.23734, 2.22564, -2.40105], [-0.82029, 2.53907, -0.04579], [4.22441, 3.01861, 0.31282], [4.33604, 5.48420, 0.68819], [2.35928, 6.87668, 0.15312], [0.35435, 5.80235, -0.88164]]
}